{
  "formula": "C5H10O",
  "method": "ωB97M-V/def2-TZVPD",
  "gap_ev": 9.83,
  "relative_energy_kj_mol": 256.3,
  "smiles": "COC1(C)CC1",
  "e_tot_ev": -7392.109,
  "e_homo_ev": -8.74,
  "largest_force_ha_per_bohr": 0.0298,
  "species": ["C", "O", "C", "C", "C", "C", "H", "H", "H", "H", "H", "H", "H", "H", "H", "H"],
  "positions_angstrom": [[-1.3509, 1.0637, 1.0788], [-0.0529, 0.5710, 1.2153], [0.3773, -0.1336, 0.0964], [1.8473, -0.4931, 0.4496], [0.1496, 0.0593, -1.3758], [-0.7798, -0.9126, -0.7328], [-1.4043, 1.5595, 0.1102], [-2.1177, 0.2711, 1.1918], [-1.4630, 1.7970, 1.8641], [2.4164, 0.4016, 0.7981], [2.3901, -0.8693, -0.4149], [1.8818, -1.2113, 1.2595], [-0.2602, 0.9310, -1.8542], [0.9052, -0.4608, -1.9458], [-0.6991, -1.9770, -0.8696], [-1.8399, -0.5966, -0.8707]]
}